[1]
Formula: C3H4F3N
Source: the OMol25 dataset
Level of theory: ωB97M-V with the def2-TZVPD basis set

Geometry as XYZ:
```
11
C3H4F3N ωB97M-V with the def2-TZVPD basis set
F -0.0747 3.2204 1.0610
F -0.6904 -1.3877 1.6253
F -1.3730 2.0999 -0.3247
N 0.8034 -0.8854 -0.0819
C -1.1946 2.4196 0.9808
C 1.0457 -1.8009 -1.2141
C 0.0827 -0.6230 0.8408
H 0.4317 -1.4404 -2.0093
H 2.0001 -1.6423 -1.6792
H 0.9630 -2.8090 -0.7890
H -1.9938 2.8487 1.5903
```

ΔE to the lowest compared entry with this formula, charge and spin (kcal/mol): 115.19
Electronic energy (eV): -12812.9983
Orbital gap (alpha / beta) (eV): 8.67 / 9.01
E_LUMO (alpha / beta) (eV): 0.21 / -0.18

[2]
Formula: C28H61N7O6P3
Source: the OMol25 dataset
Level of theory: ωB97M-V with the def2-TZVPD basis set

Geometry as XYZ:
```
105
C28H61N7O6P3 ωB97M-V with the def2-TZVPD basis set
P -2.6910 2.1218 -4.1250
P -1.4563 -3.4928 4.3587
P 1.7535 3.4867 -2.7279
O 1.7735 3.4719 -0.9570
O -1.5654 3.1154 -4.1821
O 2.4461 1.8692 -2.8876
O 3.7677 1.7159 3.7173
O 2.5858 3.4544 4.4771
O -0.1171 -3.2070 3.7179
N -2.7611 1.7672 -5.8136
N -3.7644 0.8223 -3.7283
N -0.9207 -4.7066 5.4598
N -3.0120 -3.3929 5.1007
N 6.1333 3.3847 -1.3630
N -2.1849 -4.1582 2.9242
N -3.9040 3.2712 -3.6258
C 7.0234 2.4537 -1.7190
C 6.6327 1.1643 -1.9934
C 2.9113 -1.5054 1.9406
C 3.0104 -1.0149 -0.5231
C -1.5124 -6.0014 5.7089
C -1.5768 1.1462 -6.3965
C -3.9271 1.7178 -6.6626
C 5.0813 3.9857 2.2221
C -2.3714 -5.5805 2.7296
C -3.0748 -2.9364 6.4898
C 5.3149 0.7244 -1.9625
C -4.3147 -3.5749 4.4832
C -4.8948 3.8067 -4.5325
C 4.8738 2.9759 -1.3410
C 3.3292 3.0148 3.6279
C 2.8852 1.3662 -1.5921
C -3.3164 -0.5384 -4.0198
C -3.3948 4.3669 -2.8008
C 3.7835 3.9086 2.5086
C -1.6962 -3.5853 1.6698
C 1.9634 2.1217 -0.5977
C -5.0224 0.8853 -3.0069
C 0.0360 -4.2910 6.4792
C 3.3182 0.9706 2.5686
C 4.3737 1.7029 -1.6174
C 2.0892 -1.0209 0.7192
C 3.8806 -0.4499 2.5271
C 2.5146 -0.1269 -1.7015
H -5.6073 4.4328 -3.9858
H 1.1325 4.8142 -2.6131
H -1.0937 -6.4665 6.6024
H 1.5713 -0.0735 0.8931
H 4.0068 -0.6786 -0.2057
H 2.2600 -1.8956 2.7318
H 0.4394 2.8950 -2.6145
H -3.7699 -1.2746 -3.3557
H -2.9310 -5.7643 1.8078
H 0.9461 1.6834 -0.7138
H -2.9149 5.1487 -3.3989
H -0.4594 -3.8043 7.3307
H 8.0699 2.7522 -1.7766
H 3.7048 1.4974 1.6851
H 5.4854 4.8142 1.6467
H -3.5685 -0.8280 -5.0463
H -4.0248 -2.4578 6.7252
H -1.3033 -6.6981 4.8947
H -1.5238 1.3119 -7.4742
H 3.0680 4.4953 1.9335
H 1.3010 -1.7690 0.5367
H -2.5980 -5.9597 5.8693
H -1.4148 -6.1161 2.6566
H -4.6559 -4.6071 4.6092
H -1.5749 -2.5067 1.7528
H -2.9771 -6.0246 3.5203
H -2.6687 4.0058 -2.0747
H -5.0685 -2.9231 4.9355
H -4.3204 -3.3279 3.4271
H -5.5004 3.0206 -4.9861
H -2.9502 -3.7720 7.1870
H 2.7999 -0.5464 -2.6734
H 1.5626 3.6381 -4.1602
H 1.4157 -0.1547 -1.6893
H -2.4187 -3.7646 0.8680
H -4.4418 4.4220 -5.3230
H -4.2144 4.8237 -2.2355
H -5.8624 0.9614 -3.7055
H -3.6997 1.2618 -7.6277
H -1.5530 0.0617 -6.2164
H 2.1552 2.0247 0.4777
H 2.2211 0.9351 2.5724
H 4.1299 3.7285 -1.0751
H 7.4060 0.4497 -2.2884
H -0.6660 1.5751 -5.9727
H 5.7205 3.1610 2.5413
H -0.7349 -4.0132 1.3645
H 0.6116 -5.1360 6.8604
H 3.0059 4.1798 -2.8847
H 3.0587 -2.0517 -0.8879
H 5.0306 -0.2926 -2.2052
H -5.0682 1.7150 -2.3093
H -2.2959 -2.2007 6.6914
H 0.7601 -3.5855 6.0672
H -4.7518 1.1292 -6.2358
H -4.2942 2.7202 -6.8955
H -2.2367 -0.6258 -3.8932
H -5.1827 -0.0116 -2.3991
H 4.0843 -0.7401 3.5708
H 3.5351 -2.3374 1.5785
H 4.8608 -0.4597 2.0329
```

Net charge: -1
Electronic energy (eV): -80601.8378
Orbital gap (eV): 5.16
E_LUMO (eV): 1.43

[3]
Formula: C22H40BrClN2O8P
Source: the OMol25 dataset
Level of theory: ωB97M-V with the def2-TZVPD basis set

Geometry as XYZ:
```
75
C22H40BrClN2O8P ωB97M-V with the def2-TZVPD basis set
Br -1.9805 -4.3347 3.1734
Cl -1.4508 1.0979 1.2965
P -0.9702 -4.8615 1.2547
O 2.7753 9.0843 0.6635
O -2.1639 -4.7498 0.1419
O 2.2826 2.5084 -0.0092
O 1.6350 3.5866 -2.6641
O 1.0414 4.0725 -4.7107
O -4.5249 -9.8072 2.5281
O 2.3610 7.0293 0.0214
O -3.8754 -9.5108 0.4541
N 2.1775 -2.7712 0.2815
N 1.3488 -3.7395 0.6661
C -1.8021 -1.6174 0.8099
C 1.2919 4.6448 -6.0031
C 3.5115 1.8201 0.0810
C 2.9111 -0.5696 -0.4283
C -4.0500 -9.0324 1.5379
C 2.0637 8.1250 0.7477
C 1.6618 5.7863 0.1401
C 3.4152 4.2715 -4.0749
C -3.8101 -7.5592 1.7895
C 0.5389 -1.0920 0.2109
C -2.0369 -0.5065 1.8465
C -0.3744 -2.0266 0.6214
C -1.5073 -0.8078 3.2457
C -5.9199 -8.5821 4.1144
C 1.9699 3.9703 -3.7572
C -4.6465 -9.3699 3.8832
C 3.3534 0.4173 0.6785
C 0.3842 5.7783 -0.6722
C 1.9191 3.6471 -6.9537
C 0.8114 8.1418 1.5955
C 0.1079 -3.3587 0.8097
C 1.8602 -1.5165 0.0312
H 3.8574 4.7644 -3.2118
H -4.6615 -6.9973 1.4084
H -2.9159 -7.2653 1.2445
H 1.4906 5.5365 1.1890
H 2.0498 4.0934 -7.9388
H 0.3128 4.9385 -6.3748
H -3.7539 -8.8219 4.1915
H 4.2540 2.4035 0.6101
H -4.6710 -10.2834 4.4737
H -0.1017 4.8050 -0.6086
H -3.6531 -7.3028 2.8350
H -2.1391 -1.2139 -0.1450
H -2.4684 -2.4400 1.0428
H 3.9350 3.3314 -4.2550
H 2.8926 3.3065 -6.6006
H -1.9037 -4.1749 -0.5887
H 2.5011 -0.0394 -1.2853
H 3.8957 1.6805 -0.9341
H -1.3324 0.0972 3.8105
H 1.8278 2.1514 -0.7759
H -5.9465 -7.6703 3.5172
H 3.1440 -3.0558 0.1694
H -0.6455 -1.4672 3.2242
H 2.3408 5.0338 -0.2525
H 0.0293 8.6654 1.0482
H -2.2883 -1.3515 3.7681
H 0.4481 7.1571 1.8797
H 0.3004 -0.0639 0.0102
H -3.1107 -0.4106 1.9315
H 2.6539 0.4349 1.5075
H 1.8778 5.5594 -5.9082
H 3.5586 4.9246 -4.9308
H -6.0115 -8.3067 5.1652
H -0.3182 6.5388 -0.3286
H -6.7863 -9.1786 3.8307
H 1.2831 2.7669 -7.0485
H 0.6015 5.9919 -1.7176
H 1.0297 8.6865 2.5105
H 4.3463 0.1206 1.0016
H 3.7689 -1.1129 -0.8159
```

Net charge: +1
Electronic energy (eV): -134670.5224
Orbital gap (eV): 6.58
E_LUMO (eV): -4.83